C7H15NO4 | wB97M-V/def2-TZVPD

```
27
Properties=species:S:1:pos:R:3:forces:R:3:nbo_charge:R:1
O -1.265 2.074 -0.459 -0.322 -0.334 0.908 -0.7534
C -2.255 1.131 -0.003 1.095 -0.565 -0.295 -0.0615
C -1.793 -0.419 0.054 -0.069 2.296 0.892 -0.2847
C -1.103 -0.875 -1.205 -1.979 0.292 -1.566 -0.2403
N 0.273 -1.235 -1.000 1.744 0.079 -2.389 -0.6289
C 0.975 -0.086 -0.442 -1.580 1.807 -0.778 -0.1570
C 2.421 -0.270 -0.531 1.325 -2.669 -0.671 -0.0772
O 3.130 0.598 0.305 0.715 1.100 -0.816 -0.7182
C 0.618 0.057 0.977 -2.835 -1.921 1.357 0.0758
O 0.590 1.356 1.412 0.190 2.324 0.463 -0.7358
C -0.828 -0.595 1.257 0.759 -1.238 0.617 0.0862
O -0.640 -2.037 1.607 1.637 1.292 -2.735 -0.7378
H -0.693 2.233 0.320 -0.062 -0.105 -0.520 0.4908
H -2.543 1.346 1.034 -0.336 0.266 -0.309 0.1708
H -3.072 1.290 -0.718 -0.079 -0.454 0.426 0.1830
H -2.788 -0.871 0.101 0.408 -0.591 0.782 0.2300
H -1.276 -0.033 -1.900 0.760 -0.107 -0.185 0.1846
H -1.714 -1.666 -1.669 0.726 -0.279 0.316 0.2073
H 0.752 -1.380 -1.955 -1.249 -0.125 1.813 0.3694
H 0.576 0.948 -0.842 1.044 -1.874 -0.216 0.2136
H 2.725 -1.345 -0.350 -0.668 0.836 0.814 0.1780
H 2.761 -0.264 -1.543 0.338 0.908 -1.142 0.1670
H 3.525 1.209 -0.343 0.102 0.012 0.948 0.4806
H 1.304 -0.449 1.609 0.593 -1.077 0.620 0.1844
H 1.471 1.729 1.240 -0.198 -0.105 0.189 0.4934
H -1.158 -0.144 2.199 -0.321 0.065 -0.370 0.2004
H 0.008 -2.299 0.844 -1.736 0.165 1.846 0.4795
```
Positions in Å, forces in eV/Å.

The energy above the lowest of the compared OMol25 structures with the same formula, charge and spin is 1.355 eV. For the largest force on an atom, the calculation gives 0.072 Eh/bohr. The frontier orbital gap comes out at 9.86 eV. As for the calculated total energy: -631.36895 Ha. Its HOMO energy is -0.34620 hartree. Its net charge is 0. As for the SMILES: OC[C@H]1CN[C@H](CO)[C@@H](O)[C@@H]1O.